(1)
Density functional theory data (ωB97M-V with the def2-TZVPD basis set) for a 2-piece molecular cluster, C10H24N3O3 overall at a distorted geometry.

Charge: +1
E_tot (eV): -21359.2145
Multiplicity: 1
HOMO energy (eV): -10.514

Geometry (Å):
O 0.54912 0.47329 4.18738
N 0.83104 -0.69451 4.40558
O 0.76747 -1.43219 3.27574
C -0.58631 -2.00923 3.08590
C -1.31075 -1.11802 1.89261
N -2.06711 0.09150 2.40539
C -2.81238 -0.15631 3.72060
C -2.78203 -1.76156 4.13509
O -1.36847 -2.11238 4.32540
H -0.41851 -3.12326 2.69862
H -2.00055 -1.83162 1.24518
H -0.43392 -0.75897 1.17647
H -2.73571 0.37921 1.62941
H -1.45639 0.92276 2.57681
H -3.89662 0.27419 3.60578
H -2.25868 0.40395 4.61518
H -3.34616 -2.37612 3.31532
H -3.34829 -1.96498 5.15928
C 1.80489 2.46511 -4.39041
C 1.96740 1.92168 -2.97232
N 0.74872 1.31432 -2.43122
C 0.81265 1.07206 -0.98682
C 1.84643 0.06941 -0.48475
C 0.15645 0.23183 -3.21959
C 1.02925 -0.97903 -3.52898
H 0.96274 3.16173 -4.45283
H 2.70999 3.00578 -4.68630
H 1.65114 1.66371 -5.11876
H 2.25107 2.77157 -2.33938
H 2.80860 1.22323 -2.95515
H -0.17771 0.76900 -0.62440
H 1.00668 2.03272 -0.49120
H 1.55407 -0.95808 -0.70623
H 1.93141 0.14626 0.60520
H 2.84051 0.25106 -0.90053
H -0.18847 0.65317 -4.17304
H -0.76564 -0.11307 -2.73366
H 2.02881 -0.70043 -3.87485
H 0.56528 -1.57031 -4.32602
H 1.13001 -1.63745 -2.66451

(2)
Density functional theory data (ωB97M-V with the def2-TZVPD basis set) for one molecule with the formula C10H24N4 at a distorted geometry.

Energy above the lowest of the compared OMol25 structures with the same formula, charge and spin (kJ/mol): 0.0
Charge: 0
E_tot (eV): -16717.3846
Structure (SMILES): C1CNCCNCCCNCCNC1
Multiplicity: 1
HOMO energy (eV): -8.151

Geometry (Å):
C 1.54702 -0.61677 -1.77299
C 0.09480 -1.05491 -2.11804
N -0.18622 -2.40963 -1.74375
C -0.43274 -2.51341 -0.28137
C -1.94735 -2.25983 0.01866
N -2.55282 -0.95585 -0.07808
C -2.42206 -0.20187 1.12386
C -0.88807 0.15053 1.41156
C -0.57855 1.56073 1.90562
N 0.73828 1.87922 2.41268
C 1.82890 1.57002 1.47021
C 1.84679 2.40465 0.20951
N 1.08790 1.66182 -0.82557
C 1.79807 0.92537 -1.84081
H 1.68575 -1.06926 -0.73740
H 2.34103 -1.19414 -2.33581
H -0.67198 -0.40186 -1.62447
H -0.06165 -1.02210 -3.20655
H 0.68177 -2.97441 -1.87004
H 0.18078 -1.99755 0.44354
H -0.41915 -3.56283 -0.07632
H -2.60258 -2.95018 -0.63506
H -2.09654 -2.58787 1.08536
H -3.44738 -0.91872 -0.62681
H -2.88041 -0.69700 2.05415
H -2.89661 0.74625 1.05829
H -0.44176 -0.60083 2.10525
H -0.31258 0.03675 0.52579
H -1.28207 1.64563 2.76675
H -0.88563 2.32520 1.13821
H 0.84457 1.42681 3.33365
H 1.84882 0.55857 0.98783
H 2.77353 1.70188 1.95787
H 2.84801 2.55240 -0.14559
H 1.34317 3.34194 0.50940
H 0.43594 2.34815 -1.22931
H 2.93129 1.00643 -1.79078
H 1.39290 1.27073 -2.80225

(3)
Density functional theory data (ωB97M-V with the def2-TZVPD basis set) for C10H25ClIN2P2Ru as an isolated structure at a distorted geometry.

Energy above the lowest of the compared OMol25 structures with the same formula, charge and spin (kJ/mol): 399.9
Charge: +3
E_tot (eV): -55503.9757
Expectation value of S²: 6.055
Multiplicity: 5
HOMO energy (spin up / spin down) (eV): -17.872 / -18.547

Geometry (Å):
C 0.90338 0.83212 0.78790
I 1.38027 -1.04000 1.62951
H 0.00429 1.08938 -0.17514
H 1.84705 1.32860 0.50898
H 0.43012 1.50309 1.60235
Ru -1.71422 0.63247 -1.68034
P -0.13182 -0.80707 -2.39868
C 1.60568 -0.56077 -1.65808
C -0.03907 -2.52528 -3.10728
H 0.50469 -2.36204 -4.03131
H 0.70627 -0.49046 -4.52107
H -1.02414 -2.91294 -3.27390
H -0.84423 0.42883 -4.39771
H 1.73442 -1.21224 -0.73490
H 0.52864 -3.12018 -2.41673
C 0.10073 0.17815 -3.94006
H 2.46433 -0.84511 -2.34254
H 0.61441 1.09385 -3.70069
H 1.81602 0.46892 -1.32128
P -2.62910 -0.49124 0.06399
C -1.88721 -0.13596 1.72362
C -3.92619 0.80410 0.00273
H -3.69260 -2.53436 -0.71826
H -4.53001 -1.82665 0.71874
H -2.95642 -2.72409 0.93230
C -3.55585 -2.09917 0.26994
H -4.27454 0.95744 -1.01646
H -4.70840 0.43077 0.66021
H -2.48752 -0.30295 2.66763
H -1.49705 0.86542 1.73130
H -3.49781 1.72326 0.41024
H -0.97847 -0.76910 1.84444
Cl -3.08346 -0.34972 -2.99164
N 2.58659 2.23152 3.39385
C 3.30641 1.26719 4.13713
C 4.43412 0.93988 3.35981
C 4.25429 1.73571 2.17968
N 3.11398 2.47483 2.13986
H 1.81180 2.80272 3.59756
H 3.03631 0.99398 5.16118
H 5.33213 0.39636 3.58459
H 4.94218 1.93070 1.31852

(4)
Density functional theory data (ωB97M-V with the def2-TZVPD basis set) for a 3-piece molecular cluster, C10H25N4O6S overall.

Energy above the lowest of the compared OMol25 structures with the same formula, charge and spin (kJ/mol): 0.0
Charge: -1
E_tot (eV): -39855.8052
Multiplicity: 1
HOMO energy (eV): -1.877

Geometry (Å):
C 3.79605 -2.15688 0.08367
C 3.43948 -1.54891 -1.27958
O 2.09493 -1.19293 -1.43287
C 1.68428 -0.13834 -0.55192
C 0.52266 0.64977 -1.10928
C -0.57886 -0.19490 -1.63534
O -1.64251 -0.53159 -0.66078
C -2.93163 -0.29528 -1.13616
C -3.93403 -0.73521 -0.08368
C 0.12146 1.66252 -0.10509
S -0.28697 3.25639 -0.92136
O 0.86653 4.14511 -0.90428
O -0.91365 3.03184 -2.20541
H 4.60964 -2.87386 -0.02422
H 4.10085 -1.38697 0.79166
H 2.92939 -2.68177 0.47879
H 4.07124 -0.66804 -1.45854
H 3.66515 -2.27924 -2.05792
H 1.49471 -0.61414 0.44021
H 2.53112 0.54621 -0.39373
H -1.07069 0.26444 -2.50063
H -0.16705 -1.14446 -1.98611
H -3.12494 -0.84044 -2.07358
H -3.08150 0.76910 -1.36517
H -3.94056 -1.82134 0.01357
H -3.66502 -0.30605 0.88114
H -4.93873 -0.39948 -0.34612
H -0.71302 1.43001 0.56927
H 0.97852 1.93954 0.51299
H -1.23135 3.88331 -0.16655
C -0.74561 4.35780 2.96418
O -0.91778 3.40573 2.23113
N -1.13276 4.35595 4.28183
N -0.13596 5.50179 2.52396
H -0.98917 5.12804 4.90244
H -1.57104 3.52266 4.62431
H 0.19786 5.50007 1.57438
H 0.03340 6.29959 3.10432
C 0.56236 -4.75922 -0.50794
O 1.69161 -4.88408 -0.06091
N 0.02117 -3.57682 -0.89112
N -0.26759 -5.85286 -0.65583
H -0.91112 -3.49448 -1.24838
H 0.58095 -2.73795 -0.81634
H 0.09775 -6.74365 -0.38279
H -1.19954 -5.79099 -1.01619

(5)
Density functional theory data (ωB97M-V with the def2-TZVPD basis set) for C10H25NNbO3S as an isolated structure at a distorted geometry.

Charge: -1
E_tot (eV): -30787.2713
Multiplicity: 1
HOMO energy (eV): -4.672

Geometry (Å):
C 1.09306 -0.32461 2.35848
C 0.24489 -1.31530 1.58714
O 0.47862 -2.51428 1.69760
N -0.76417 -0.85039 0.75996
C -0.74893 0.54631 0.33295
C -1.21373 1.65112 1.30609
C -2.24677 1.25216 2.35892
C -3.71730 1.48942 1.91337
Nb -4.80496 -0.46283 1.52022
H 1.62237 -0.88919 3.11331
H 1.78741 0.19328 1.70632
H 0.46162 0.39963 2.85854
H -1.68805 -1.18786 1.01377
H -1.38645 0.59063 -0.54338
H 0.25243 0.75049 -0.02083
H -1.57833 2.47828 0.70545
H -0.33901 2.04143 1.82493
H -2.06301 1.88428 3.22648
H -2.08699 0.23538 2.69612
H -4.23399 2.06157 2.67898
H -3.74623 2.09752 1.01093
H -3.80292 -1.28522 2.83139
H -6.11616 0.12377 2.68828
H -5.68367 0.23627 0.04978
H -3.55633 -1.16716 0.34453
H -5.85175 -1.97326 1.49020
C 4.42045 -0.50268 -3.44574
C 3.73793 -1.63652 -2.66371
C 2.81338 -0.98873 -1.62429
S 2.32425 0.59409 -2.32083
O 2.86696 1.64882 -1.50062
O 0.93059 0.56694 -2.66895
C 3.31096 0.47944 -3.81139
H 4.93234 -0.87250 -4.33323
H 5.15969 -0.00758 -2.81260
H 3.14946 -2.24881 -3.34908
H 4.46428 -2.28963 -2.18318
H 1.91573 -1.57159 -1.43088
H 3.32986 -0.78631 -0.68852
H 3.66421 1.47157 -4.08071
H 2.66829 0.08201 -4.59582

(6)
Density functional theory data (ωB97M-V with the def2-TZVPD basis set) for C10H25O15Zn2 as an isolated structure at a distorted geometry.

Energy above the lowest of the compared OMol25 structures with the same formula, charge and spin (kJ/mol): 92.2
Charge: -1
E_tot (eV): -138321.5588
Multiplicity: 1
HOMO energy (eV): -4.463

Geometry (Å):
Zn -1.03517 2.48640 2.36815
Zn 0.66954 1.66262 -1.96721
C -3.43383 -2.22180 0.71665
C -3.66600 -1.12598 -0.29781
O -3.14558 0.04404 -0.13829
O -4.42249 -1.26094 -1.26160
H -3.97028 -2.03962 1.65070
H -2.38822 -2.43566 0.96778
H -3.74528 -3.20076 0.34476
C 1.76269 -2.89910 -2.35303
C 3.12678 -2.50748 -1.81454
O 3.87849 -3.38562 -1.30368
O 3.45970 -1.26696 -1.80955
H 1.02141 -2.61997 -1.60433
H 1.67374 -3.98342 -2.44320
H 1.51482 -2.46501 -3.31863
C -1.44053 -1.56887 -3.21069
C -2.26673 -0.49833 -3.87396
O -2.64142 0.48917 -3.18659
O -2.38453 -0.39977 -5.10536
H -2.15517 -2.23794 -2.72595
H -0.81036 -1.12242 -2.44744
H -0.87619 -2.02975 -4.01783
C 1.84312 5.35681 -0.44307
C 2.39751 4.20741 -1.27235
O 1.73747 3.06718 -1.23418
O 3.31794 4.44214 -2.01630
H 2.01794 6.28041 -0.99030
H 2.24522 5.44624 0.56359
H 0.75227 5.26803 -0.39073
C -0.01522 -1.33747 0.75944
C 0.20550 0.11646 0.63043
O -0.24470 0.85714 1.52614
O 0.82420 0.49698 -0.39751
H -1.08066 -1.52859 0.55066
H 0.27516 -1.70791 1.73871
H 0.36257 -1.98541 -0.02838
O -0.30705 -2.12920 4.84603
H 0.40375 -2.77883 4.88046
H -0.65664 -2.20083 3.94958
O -2.77955 1.66627 1.96903
H -3.63175 2.10978 2.06432
H -2.89625 0.88733 1.34755
O 2.72351 2.36908 1.92069
H 2.47944 2.18591 1.00129
H 2.97359 1.50763 2.27702
O -0.73508 1.45361 4.10243
H 0.10685 1.55111 4.56934
H -1.08935 0.59516 4.38096
O 3.37795 -0.48937 0.56590
H 2.66773 -0.18845 -0.01262
H 3.99913 -0.93145 -0.02648

Question: The highest E_tot belongs to which entry?
Answer: C10H24N4